{
  "formula": "C49H50N5O3S2Tl",
  "method": "wB97M-V/def2-TZVPD",
  "total_energy_ev": -91584.663,
  "e_above_lowest_kcal_mol": 0.0,
  "total_charge": 0,
  "species": ["Tl", "O", "C", "C", "C", "C", "C", "C", "C", "C", "C", "O", "C", "C", "C", "C", "C", "C", "C", "C", "C", "C", "C", "C", "N", "C", "C", "C", "C", "C", "C", "C", "C", "C", "C", "C", "C", "H", "H", "H", "H", "H", "H", "H", "H", "H", "H", "H", "H", "H", "H", "H", "H", "H", "H", "H", "H", "H", "H", "H", "H", "H", "H", "H", "C", "C", "N", "C", "C", "C", "S", "N", "C", "O", "C", "C", "C", "C", "C", "C", "H", "H", "H", "H", "H", "H", "H", "H", "H", "H", "H", "H", "H", "H", "H", "S", "C", "N", "C", "C", "C", "N", "H", "H", "H", "H", "H", "H", "H", "H"],
  "coordinates": [[-1.11208, -0.11601, -0.05536], [0.44655, -0.06254, -1.46780], [1.75605, -0.54116, -1.42601], [2.00356, -1.51661, -0.24414], [2.06203, -0.80009, 1.07003], [3.27388, -0.55607, 1.70691], [3.27847, 0.17196, 2.88242], [2.07711, 0.62795, 3.39846], [0.90050, 0.34077, 2.72065], [-0.44116, 0.75118, 3.26021], [-1.13959, 1.91253, 2.48727], [-0.99889, 1.74449, 1.11735], [-0.44742, 3.24239, 2.83982], [-0.98187, 4.19754, 3.69830], [-0.29270, 5.37468, 3.96914], [0.94364, 5.61359, 3.39079], [1.48481, 4.66719, 2.52993], [0.79263, 3.49906, 2.25310], [-2.62238, 1.91105, 2.88206], [-3.59517, 2.06819, 1.90119], [-4.94508, 2.05198, 2.22819], [-5.34690, 1.88064, 3.54304], [-4.38544, 1.72108, 4.53122], [-3.03808, 1.73330, 4.20200], [0.90841, -0.36343, 1.57919], [2.00646, -1.22649, -2.77638], [1.96030, -0.42721, -3.91799], [2.16528, -0.96847, -5.17434], [2.41888, -2.32830, -5.31456], [2.44402, -3.13449, -4.19101], [2.23425, -2.58687, -2.92877], [2.74722, 0.62099, -1.26616], [4.10604, 0.43052, -1.50586], [5.01625, 1.45093, -1.27958], [4.57880, 2.68366, -0.81120], [3.22633, 2.88326, -0.58145], [2.31509, 1.85790, -0.81026], [2.94934, -2.03852, -0.39488], [1.19851, -2.25798, -0.24028], [4.19355, -0.91751, 1.26773], [4.21015, 0.38329, 3.39167], [2.03967, 1.20104, 4.31526], [-0.32923, 1.03023, 4.30804], [-1.09830, -0.11947, 3.21257], [-1.95092, 4.03885, 4.15030], [-0.73204, 6.10878, 4.63303], [1.48010, 6.52927, 3.60459], [2.45209, 4.83926, 2.07244], [1.20916, 2.77435, 1.56596], [-3.29115, 2.18500, 0.86972], [-5.68421, 2.16564, 1.44492], [-6.39912, 1.86437, 3.79662], [-4.68274, 1.58082, 5.56297], [-2.31022, 1.60482, 4.99377], [1.76296, 0.63234, -3.80677], [2.13091, -0.32929, -6.04828], [2.58085, -2.75544, -6.29627], [2.61307, -4.19968, -4.28886], [2.23929, -3.24794, -2.07183], [4.45064, -0.52543, -1.88592], [6.06906, 1.28826, -1.47428], [5.28792, 3.48247, -0.63441], [2.87503, 3.84280, -0.21782], [1.25779, 2.00110, -0.63148], [-1.70579, -6.45555, 0.86510], [-0.66035, -5.46264, 1.34974], [-1.26155, -4.18506, 1.74027], [-1.50752, -4.00842, 3.16878], [-0.31058, -3.40086, 3.88241], [-1.52210, -3.25294, 0.80054], [-2.29722, -1.77658, 1.38202], [-1.19211, -3.57761, -0.43912], [-1.56902, -2.88360, -1.54953], [-2.22345, -1.84453, -1.59025], [-1.16442, -3.51919, -2.84467], [-0.78046, -4.85364, -2.92280], [-0.47316, -5.41771, -4.15225], [-0.53251, -4.64527, -5.30396], [-0.89427, -3.30659, -5.22505], [-1.21519, -2.74594, -4.00035], [-1.24011, -7.40889, 0.61139], [-2.20651, -6.06569, -0.02091], [-2.45779, -6.63838, 1.63474], [0.07697, -5.27719, 0.57246], [-0.13942, -5.84742, 2.22808], [-1.73247, -4.99806, 3.57032], [-2.39571, -3.39892, 3.31739], [0.57713, -4.02285, 3.75275], [-0.50852, -3.30609, 4.95110], [-0.09893, -2.41311, 3.47625], [-0.73736, -5.44189, -2.01601], [-0.18925, -6.46093, -4.21263], [-0.28871, -5.08409, -6.26376], [-0.92093, -2.69912, -6.12066], [-1.50198, -1.70573, -3.91533], [-2.53941, 1.22799, -1.82346], [-1.72482, 2.73844, -1.96818], [-1.08287, 3.31773, -0.97326], [-0.37036, 4.57922, -1.11481], [-1.05579, 5.43975, -2.16203], [-1.17746, 4.64246, -3.44997], [-1.78741, 3.35198, -3.16116], [-1.07315, 2.82243, -0.05064], [0.67021, 4.39031, -1.40037], [-0.36110, 5.06233, -0.13814], [-0.48516, 6.35034, -2.34111], [-2.04890, 5.72420, -1.80843], [-0.18936, 4.49968, -3.89809], [-1.80219, 5.16245, -4.17594], [-2.22081, 2.82456, -3.89945]],
  "forces_ev_per_a": [[-0.062, -0.085, 0.097], [0.040, 0.044, -0.001], [-0.040, -0.008, -0.096], [-0.006, -0.024, -0.012], [-0.011, 0.002, 0.048], [0.009, 0.036, 0.034], [0.017, -0.024, -0.037], [-0.039, 0.013, -0.004], [-0.094, -0.013, 0.034], [0.123, -0.057, -0.009], [-0.050, 0.066, 0.054], [0.065, -0.007, -0.111], [-0.029, -0.029, 0.008], [0.013, -0.032, -0.021], [0.013, 0.009, -0.004], [-0.010, 0.004, 0.013], [0.015, 0.005, -0.006], [0.018, 0.023, -0.016], [0.016, 0.006, 0.045], [0.038, 0.006, 0.010], [-0.010, 0.003, -0.013], [-0.004, 0.001, 0.003], [0.019, -0.002, 0.001], [-0.022, -0.004, 0.003], [-0.031, 0.001, 0.039], [-0.010, -0.009, 0.046], [-0.001, -0.011, -0.008], [-0.005, 0.012, 0.002], [-0.002, -0.004, -0.010], [0.000, -0.015, 0.024], [0.002, 0.002, -0.016], [0.030, -0.011, -0.008], [-0.020, -0.007, -0.010], [0.012, 0.000, 0.001], [0.007, 0.009, 0.004], [-0.040, 0.003, 0.013], [0.044, 0.003, -0.002], [0.004, 0.001, -0.016], [-0.007, -0.009, 0.001], [0.002, -0.004, -0.004], [0.002, 0.001, 0.005], [0.003, 0.004, 0.000], [-0.011, -0.005, 0.010], [-0.015, -0.008, -0.004], [-0.022, -0.011, 0.008], [0.000, -0.001, -0.001], [-0.002, 0.001, 0.001], [-0.001, -0.003, -0.001], [0.005, 0.011, 0.008], [-0.011, 0.003, -0.004], [0.007, 0.000, -0.001], [0.002, -0.002, 0.002], [-0.007, 0.001, -0.001], [0.019, 0.004, -0.011], [0.001, 0.001, 0.008], [0.004, -0.005, -0.002], [0.000, -0.001, -0.001], [-0.003, 0.010, -0.002], [0.005, 0.005, 0.012], [0.010, 0.006, 0.002], [0.000, -0.005, -0.002], [0.000, 0.000, 0.001], [0.004, -0.002, -0.002], [-0.032, -0.005, -0.002], [-0.003, 0.000, -0.004], [-0.021, 0.012, -0.020], [0.051, 0.089, -0.103], [-0.045, 0.004, -0.012], [0.006, -0.022, 0.011], [-0.032, -0.102, -0.223], [0.024, 0.029, -0.003], [0.057, 0.007, 0.196], [0.005, -0.374, 0.064], [-0.066, 0.387, -0.011], [0.048, -0.018, 0.028], [0.010, 0.000, 0.012], [0.011, 0.001, -0.002], [-0.005, 0.008, 0.003], [0.003, -0.017, 0.002], [-0.013, 0.030, -0.015], [0.005, -0.002, 0.000], [0.005, -0.006, 0.011], [0.002, -0.004, 0.003], [0.005, 0.002, -0.008], [-0.002, 0.001, -0.002], [-0.012, -0.007, 0.004], [0.014, 0.010, -0.015], [0.002, 0.005, 0.005], [0.002, 0.002, -0.004], [0.026, 0.066, -0.016], [0.001, 0.002, 0.003], [0.000, -0.003, 0.000], [0.000, -0.004, 0.003], [0.001, 0.002, 0.003], [0.003, -0.002, 0.008], [-0.075, -0.012, -0.020], [0.038, 0.014, 0.007], [-0.005, 0.022, 0.015], [-0.003, -0.002, -0.010], [-0.002, -0.016, 0.002], [0.006, 0.007, 0.000], [0.008, -0.006, 0.013], [0.003, -0.004, -0.027], [-0.003, -0.004, -0.003], [-0.002, 0.007, 0.000], [0.003, -0.002, 0.000], [0.000, 0.001, 0.001], [-0.002, -0.003, 0.000], [-0.002, 0.002, 0.004], [0.000, 0.000, 0.002]]
}